{"formula": "C14H60O23", "method": "ωB97M-V/def2-TZVPD", "e_above_lowest_ev": 1.715, "homo_lumo_gap_ev": 9.12, "total_energy_ha": -2299.77816, "species": ["O", "H", "H", "O", "H", "H", "O", "H", "H", "O", "H", "H", "O", "H", "H", "O", "H", "H", "O", "H", "H", "O", "H", "H", "O", "H", "H", "C", "C", "O", "O", "H", "H", "H", "H", "H", "H", "C", "C", "O", "O", "H", "H", "H", "H", "H", "H", "C", "C", "O", "O", "H", "H", "H", "H", "H", "H", "C", "C", "O", "O", "H", "H", "H", "H", "H", "H", "C", "C", "O", "O", "H", "H", "H", "H", "H", "H", "C", "C", "O", "O", "H", "H", "H", "H", "H", "H", "C", "C", "O", "O", "H", "H", "H", "H", "H", "H"], "positions_angstrom": [[-7.8336, -8.0444, 3.3849], [-8.5324, -8.4212, 3.9196], [-7.0924, -8.6379, 3.5058], [-1.1460, -8.5773, 0.7311], [-1.5404, -7.9512, 0.1239], [-0.2085, -8.3875, 0.6962], [-2.7761, -8.9368, 5.0422], [-3.6925, -9.2023, 4.9644], [-2.3393, -9.3632, 4.3049], [-1.3751, -7.0487, 2.8489], [-1.2469, -7.6540, 2.1187], [-2.2099, -6.6195, 2.6611], [-4.2927, -9.8684, 0.9397], [-3.8203, -10.3945, 0.2945], [-5.2167, -10.0035, 0.7294], [-3.9071, -13.3791, 7.0526], [-3.3807, -13.5584, 6.2735], [-4.1997, -12.4745, 6.9415], [-3.9968, -6.9227, 1.4878], [-3.8016, -6.5782, 0.6163], [-3.8168, -7.8604, 1.4210], [1.3944, -10.8760, 6.6805], [1.9369, -10.1273, 6.9279], [0.4980, -10.5927, 6.8604], [-5.5117, -8.7870, 8.2706], [-5.4070, -9.1699, 9.1416], [-4.9834, -7.9892, 8.2940], [-8.9368, -8.2515, 6.6106], [-8.7119, -6.7841, 6.9925], [-9.8914, -5.9899, 7.1659], [-9.5536, -8.3147, 5.3330], [-9.6185, -8.5973, 7.3876], [-8.0246, -8.8481, 6.6020], [-8.2507, -6.2083, 6.1902], [-8.0928, -6.8644, 7.8860], [-9.6365, -5.0725, 7.2884], [-10.3968, -7.8607, 5.4000], [-5.4819, -10.7840, 4.0867], [-5.8913, -10.9064, 5.5506], [-4.8274, -10.6136, 6.4151], [-5.3434, -9.4066, 3.5765], [-6.2642, -11.1369, 3.4147], [-4.5922, -11.3652, 3.8441], [-6.1931, -11.9290, 5.7770], [-6.7172, -10.2867, 5.8997], [-5.0635, -10.0637, 7.1658], [-5.0992, -9.3747, 2.6487], [-1.6580, -12.0567, 4.4809], [-1.4011, -11.4329, 3.0994], [-1.6345, -10.0427, 3.0135], [-2.0874, -13.4299, 4.4865], [-2.4619, -11.5446, 5.0096], [-0.8124, -11.8556, 5.1387], [-2.0884, -11.7538, 2.3166], [-0.4262, -11.7021, 2.6931], [-1.2441, -9.6752, 2.2172], [-1.3575, -14.0335, 4.3300], [-0.1338, -3.0720, 5.5332], [0.0155, -4.0089, 4.2851], [0.0276, -3.3181, 3.0633], [1.0255, -2.2766, 5.7761], [-0.3296, -3.7675, 6.3493], [-0.9803, -2.4082, 5.3574], [-0.7628, -4.7576, 4.4326], [0.9458, -4.5732, 4.3494], [0.7852, -2.7285, 3.0557], [0.9450, -1.7310, 6.5619], [2.7734, -8.9120, 4.2321], [1.2989, -8.5627, 4.1076], [1.2280, -7.2218, 3.6782], [3.4502, -9.0223, 3.0018], [2.8359, -9.8159, 4.8381], [3.2150, -8.0667, 4.7599], [0.7888, -8.7880, 5.0442], [0.8171, -9.2028, 3.3685], [0.3167, -6.9983, 3.4752], [3.5573, -8.1379, 2.6442], [-5.0970, -5.5870, 6.1998], [-3.6863, -5.5153, 5.5460], [-2.7924, -6.4550, 6.1454], [-4.9027, -5.8463, 7.5869], [-5.5898, -6.4711, 5.7954], [-5.8029, -4.7742, 6.0290], [-3.2564, -4.5173, 5.6315], [-3.7075, -5.7017, 4.4723], [-2.7924, -7.2919, 5.6751], [-4.1458, -6.4337, 7.5260], [-1.6778, -9.7631, 8.1868], [-1.5204, -8.5433, 9.1231], [-0.3337, -8.5602, 9.9033], [-0.9156, -9.7614, 6.9857], [-2.7208, -9.9140, 7.9082], [-1.4779, -10.6370, 8.8068], [-2.4125, -8.5650, 9.7490], [-1.5026, -7.6657, 8.4769], [0.0328, -7.7037, 9.6719], [-1.3214, -9.3092, 6.2425]], "forces_ev_per_a": [[0.2, 0.2, -0.7], [-0.4, 0.2, 0.3], [0.6, 0.0, 0.0], [0.1, -0.5, -0.5], [-0.2, 0.2, -0.3], [0.6, 0.0, -0.2], [-0.1, 0.6, 1.1], [-0.5, -0.1, 0.1], [0.5, 0.1, -1.0], [0.3, 0.5, 0.8], [-0.2, -0.1, -0.1], [-0.4, 0.2, 0.0], [0.1, 0.2, 0.1], [0.3, -0.2, -0.1], [-0.4, 0.0, -0.3], [-0.2, -0.4, 0.3], [0.3, -0.1, -0.4], [-0.1, 0.6, 0.0], [0.2, 0.4, 0.2], [-0.1, 0.2, -0.3], [-0.1, -0.6, 0.0], [1.1, -0.7, -0.4], [0.1, 0.1, 0.2], [-0.7, 0.4, 0.1], [-0.2, -0.4, 0.0], [-0.1, -0.1, 0.4], [0.0, 0.6, -0.1], [-1.3, 1.8, 0.0], [1.0, 0.5, -0.6], [-0.9, -1.2, 0.6], [-0.4, -0.8, 0.3], [-0.1, -0.7, 0.0], [0.0, 0.4, 0.0], [1.1, -0.8, -0.1], [0.1, 0.6, 0.2], [0.1, -0.1, 0.0], [-0.1, 0.1, -0.1], [-0.9, 0.8, -1.7], [-0.1, 0.3, 0.5], [1.6, -0.6, -0.5], [0.1, -0.1, 2.0], [-0.3, -0.8, 0.5], [0.2, 0.0, 0.4], [-0.1, -0.3, -0.6], [-0.3, 0.2, -0.9], [-0.5, 0.6, 0.1], [0.3, -0.5, 0.1], [-0.4, 0.5, 0.5], [-0.7, -0.9, -1.6], [0.5, 0.5, 1.2], [0.2, 0.7, -0.4], [-0.2, 0.2, -0.4], [0.4, -0.4, -0.1], [-0.4, -1.4, 0.4], [0.4, 0.1, 0.4], [-0.1, -0.1, 0.0], [0.2, 0.1, 0.0], [0.2, -0.6, -0.8], [1.2, 1.0, 1.8], [-0.9, -0.1, -0.5], [0.4, -0.4, -0.6], [-0.1, 0.2, 0.4], [-0.3, -0.1, 0.1], [-0.4, 0.2, -0.9], [0.2, -0.1, 0.4], [0.1, 0.0, 0.2], [-0.3, -0.1, 0.0], [-0.7, 0.7, 0.5], [0.4, -0.3, -0.6], [0.4, 0.2, 0.2], [0.0, -0.6, -0.4], [0.4, -0.2, -0.4], [0.1, -0.1, 0.5], [0.0, 0.4, 0.3], [0.1, -0.4, -0.2], [-0.5, 0.2, 0.0], [-0.1, 0.1, 0.0], [0.5, -1.4, -0.3], [-0.1, 0.3, -0.5], [-0.4, 1.1, 0.8], [-0.5, 0.5, 0.1], [-0.2, -0.2, -0.4], [0.6, 0.4, 0.2], [0.1, 0.0, 0.4], [-0.5, -0.1, -0.1], [0.0, -0.6, -0.7], [0.8, 0.0, 0.3], [-0.5, 0.2, 0.2], [-0.2, -0.8, -1.4], [-0.3, 0.3, -0.4], [0.7, -0.3, 1.2], [-0.3, 0.4, 0.0], [0.7, -0.3, -0.4], [0.0, 0.3, 0.3], [-0.4, 0.3, 0.1], [0.6, -0.1, 0.5], [-0.9, 0.2, 0.1]]}

=====

{"formula": "C5H5N", "method": "ωB97M-V/def2-TZVPD", "e_above_lowest_ev": 5.879, "homo_lumo_gap_ev": 7.38, "total_energy_ha": -248.05899, "species": ["C", "C", "C", "C", "C", "N", "H", "H", "H", "H", "H"], "positions_angstrom": [[1.4432, -0.5700, 0.0049], [-0.7802, -0.3722, 0.5155], [-0.9291, 1.0112, 0.3716], [-1.1030, 2.2116, 0.3397], [-1.2472, -1.2402, -0.5020], [-1.6660, -2.0127, -1.2650], [2.0655, 0.1465, 0.5443], [1.8445, -1.5855, 0.0005], [1.2041, -0.2259, -0.9966], [0.5167, -0.6944, 0.7602], [-1.2763, 3.2646, 0.3046]], "forces_ev_per_a": [[0.1, 0.1, -0.2], [0.0, 0.1, -0.1], [-0.1, 0.5, 0.0], [0.1, -0.5, 0.0], [-0.3, -0.6, -0.6], [0.4, 0.7, 0.7], [-0.1, -0.1, 0.0], [-0.1, 0.1, 0.0], [0.0, 0.0, 0.2], [0.0, 0.0, 0.1], [0.0, -0.2, 0.0]]}